DFT (ωB97M-V/def2-TZVPD) results for a cluster of 3 separate species, C4H6F3NO2 in total.

Geometry (Å):
C 2.33227 4.85883 0.99362
C -2.48841 0.18715 -0.15387
C -0.81018 -0.44136 -1.75119
C 0.95995 -2.91746 0.84423
N -1.30425 0.23558 -0.73014
O 1.54485 4.08823 0.68404
O 3.13301 5.60988 1.31167
F 0.40078 -0.00057 -2.20548
F 1.32741 -4.16635 1.17651
F 1.86057 -2.06437 1.36466
H -3.25559 -0.43587 -0.56900
H -2.64645 0.70905 0.76532
H -0.02241 -2.70791 1.29151
H 0.97095 -2.81998 -0.25046
H -0.60938 0.83993 -0.29318
H -1.39312 -0.97478 -2.47822

Forces on atoms 1 to 2 (eV/Å):
0.0909 -0.1352 0.0485
-0.6500 0.1136 0.3690

Output
- Gap between HOMO and LUMO (spin up / spin down): 7.301 / 7.300 eV
- ΔE to the lowest compared entry with this formula, charge and spin: 210.3 kJ/mol
- Net charge: 0

Now the Mulliken charges, all in e: number 1, C, carries 0.708; number 2, C, carries -0.488; number 3, C, carries -0.222; number 4, C, carries 0.292; number 5, N, carries -0.053; number 6, O, carries -0.362; number 7, O, carries -0.347; number 8, F, carries -0.270; number 9, F, carries -0.241; number 10, F, carries -0.233; number 11, H, carries 0.229; number 12, H, carries 0.238; number 13, H, carries 0.096; number 14, H, carries 0.071; number 15, H, carries 0.249; number 16, H, carries 0.332

---

DFT (ωB97M-V/def2-TZVPD) results for a cluster of 3 separate species, C13H35B3N2O5S in total.

Geometry (Å):
O 0.24320 1.85198 1.25280
O -1.15556 1.69108 1.00036
C -1.59446 2.72745 0.15669
B -3.11371 2.52970 -0.20048
O -3.68431 3.34338 -1.16398
B -4.98423 3.71876 -0.89237
O -5.83377 2.73682 -0.43116
B -5.28903 1.83573 0.46915
S -6.26454 0.99007 1.71868
O -3.91752 1.61751 0.44135
H 0.33440 2.79000 1.46949
H -1.47711 3.71417 0.63669
H -1.01260 2.75735 -0.77489
H -5.32516 4.85482 -0.94856
H -7.43212 1.44124 1.23791
C 1.17165 -0.89132 2.95664
C 2.23712 -1.53118 3.83126
N 3.33980 -2.08256 3.06061
C 4.21010 -2.95653 3.82733
C 5.00585 -2.34821 4.98778
C 3.99852 -1.15363 2.15492
C 4.57517 0.13672 2.74916
H 0.84138 -1.58814 2.18428
H 0.30686 -0.61422 3.56094
H 1.52267 0.01576 2.46825
H 1.79837 -2.36212 4.39123
H 2.56583 -0.79614 4.58421
H 4.90316 -3.43060 3.12663
H 3.58307 -3.76083 4.22471
H 5.81801 -1.71101 4.63997
H 5.44861 -3.14640 5.58681
H 4.36721 -1.75778 5.64629
H 3.28203 -0.87790 1.37756
H 4.78981 -1.70885 1.64458
H 3.85192 0.63312 3.39844
H 4.82323 0.83104 1.94391
H 5.48218 -0.03637 3.32644
C -2.34856 1.04656 -5.35866
C -1.93651 0.79623 -3.91640
N -1.98999 -0.60704 -3.54762
C -1.91078 -0.82986 -2.11258
C -0.62420 -0.43017 -1.38569
C -1.20756 -1.50810 -4.38040
C 0.29166 -1.22431 -4.52682
H -3.31774 0.58955 -5.56335
H -2.42493 2.11897 -5.54262
H -1.62318 0.64450 -6.06704
H -2.63031 1.32298 -3.25277
H -0.94647 1.25078 -3.74679
H -2.11921 -1.88664 -1.92517
H -2.74498 -0.27818 -1.66380
H 0.20474 -1.10393 -1.59981
H -0.79863 -0.44878 -0.31020
H -0.31327 0.58358 -1.64496
H -1.65267 -1.51584 -5.37848
H -1.35374 -2.51639 -3.98531
H 0.47843 -0.17572 -4.76539
H 0.69960 -1.82277 -5.34362
H 0.85230 -1.46836 -3.62614

Forces on atoms 1 to 2 (eV/Å):
0.0865 -0.0867 -0.3546
-0.0774 0.1832 0.3464

Output
- Gap between HOMO and LUMO: 8.171 eV
- Net charge: 0

Now the Mulliken charges, all in e: number 1, O, carries -0.351; number 2, O, carries -0.097; number 3, C, carries -0.584; number 4, B, carries 0.438; number 5, O, carries -0.510; number 6, B, carries 0.679; number 7, O, carries -0.340; number 8, B, carries 0.529; number 9, S, carries -0.342; number 10, O, carries -0.579; number 11, H, carries 0.288; number 12, H, carries 0.553; number 13, H, carries 0.331; number 14, H, carries -0.110; number 15, H, carries 0.115; number 16, C, carries -1.308; number 17, C, carries -0.385; number 18, N, carries 0.112; number 19, C, carries -0.725; number 20, C, carries -0.980; number 21, C, carries -0.662; number 22, C, carries -0.960; number 23, H, carries 0.315; number 24, H, carries 0.487; number 25, H, carries 0.169; number 26, H, carries 0.466; number 27, H, carries 0.252; number 28, H, carries 0.360; number 29, H, carries 0.414; number 30, H, carries 0.216; number 31, H, carries 0.405; number 32, H, carries 0.275; number 33, H, carries 0.297; number 34, H, carries 0.374; number 35, H, carries 0.240; number 36, H, carries 0.379; number 37, H, carries 0.271; number 38, C, carries -1.571; number 39, C, carries 0.140; number 40, N, carries 0.153; number 41, C, carries -0.889; number 42, C, carries -0.717; number 43, C, carries -0.723; number 44, C, carries -0.932; number 45, H, carries 0.349; number 46, H, carries 0.453; number 47, H, carries 0.321; number 48, H, carries 0.088; number 49, H, carries 0.216; number 50, H, carries 0.351; number 51, H, carries 0.317; number 52, H, carries 0.350; number 53, H, carries 0.324; number 54, H, carries 0.114; number 55, H, carries 0.402; number 56, H, carries 0.346; number 57, H, carries 0.245; number 58, H, carries 0.383; number 59, H, carries 0.250

---

DFT (ωB97M-V/def2-TZVPD) results for the molecule C3H8OS2.

Geometry (Å):
C 0.28783 -0.60192 -0.60408
C -1.17184 -0.27920 -0.30916
O -1.73388 -1.08528 0.75605
C 1.10204 0.64332 -0.85862
S 1.49865 1.66236 0.61826
S 0.89427 0.67840 2.31450
H 0.46360 -1.27967 -1.43374
H 0.65763 -1.09326 0.29796
H -1.28637 0.73326 0.07229
H -1.79660 -0.49468 -1.17167
H -1.06997 -1.72867 1.01243
H 0.54931 1.32474 -1.50169
H 2.02238 0.56798 -1.43650
H -0.41706 0.95260 2.24397

Forces on atoms 1 to 2 (eV/Å):
0.4801 0.0548 0.4246
-0.5323 -0.8599 0.6801

Output
- Gap between HOMO and LUMO: 9.510 eV
- ΔE to the lowest compared entry with this formula, charge and spin: 44.3 kJ/mol
- Net charge: 0

Now the Mulliken charges, all in e: number 1, C, carries -0.523; number 2, C, carries -0.477; number 3, O, carries -0.503; number 4, C, carries -0.688; number 5, S, carries -0.088; number 6, S, carries -0.198; number 7, H, carries 0.357; number 8, H, carries 0.295; number 9, H, carries 0.307; number 10, H, carries 0.297; number 11, H, carries 0.318; number 12, H, carries 0.327; number 13, H, carries 0.406; number 14, H, carries 0.170

---

DFT (ωB97M-V/def2-TZVPD) results for a structure of composition C22H41ClNOP3Pm.

Geometry (Å):
Pm -1.86788 1.19744 -1.16915
P -2.39436 -1.53910 -0.01514
P 0.74265 -0.32691 1.50023
P 1.86796 -1.40047 -2.39511
H -1.49633 4.95283 -3.32620
C -1.80050 4.16520 -4.01816
C -2.65410 3.17321 -3.72904
H -3.33679 3.26280 -2.85994
C -3.96692 -1.16138 0.89393
C -1.71072 -2.84248 1.12406
C -2.89128 -2.59909 -1.44857
C 2.34975 0.57430 1.42345
C 0.28374 0.17608 3.21251
C 1.40249 -1.96843 2.08256
C 1.34348 -1.35395 -4.14316
C 1.14486 -2.71757 -1.34652
C 3.59635 -0.88349 -2.22834
H -1.44796 4.26249 -5.04717
H -2.75467 2.39618 -4.50834
H -4.50321 -0.34109 0.39572
H -3.75176 -0.84944 1.92622
H -4.61847 -2.04046 0.92822
H -1.48313 -2.40059 2.10851
H -0.78954 -3.29474 0.72129
H -2.44214 -3.65710 1.27720
H -3.22818 -1.95211 -2.27206
H -3.70538 -3.28262 -1.17822
H -2.03801 -3.18993 -1.81317
H 2.99406 0.19869 2.22973
H 2.20242 1.65464 1.55099
H 2.86307 0.40763 0.46866
H 1.19490 0.24054 3.82802
H -0.38603 -0.57468 3.65934
H -0.23627 1.13945 3.23171
H 2.41443 -1.80776 2.48538
H 1.45143 -2.67797 1.24854
H 0.75405 -2.39376 2.86475
H 1.72078 -2.21898 -4.72672
H 1.63806 -0.43390 -4.69697
H 0.24000 -1.42030 -4.15114
H 0.89455 -3.61868 -1.95598
H 0.25464 -2.22888 -0.90227
H 1.89650 -2.85516 -0.56551
H 4.24821 -1.22128 -3.07297
H 4.00281 -1.29614 -1.29041
H 3.67086 0.22347 -2.16384
C 0.51767 1.79595 -3.38706
C 1.50170 2.78165 -3.54971
C 1.76124 3.24383 -4.84099
C 1.18173 2.62027 -5.97065
C 0.06295 1.75409 -5.78873
C -0.25835 1.31312 -4.47740
O 0.20550 1.42079 -2.14146
H 1.28200 -0.42961 -1.59179
H 1.93542 3.16776 -2.61455
H 2.49104 4.03454 -4.97977
H 1.53656 2.83849 -7.00706
H -0.62585 1.59944 -6.64049
H -1.07031 0.61927 -4.18663
Cl -1.13535 6.34613 1.34185
C -1.63427 4.71676 1.62344
C -2.26783 4.35577 2.80731
C -2.59158 3.01408 2.98461
C -2.30980 2.09319 1.99558
N -1.72051 2.44542 0.82565
C -1.33976 3.75739 0.63038
H -2.45666 5.12339 3.55772
H -3.07043 2.66049 3.87920
H -2.51890 1.03394 2.04870
H -0.80128 4.01534 -0.30098

Forces on atoms 1 to 2 (eV/Å):
3.2212 0.3001 -1.2094
-0.6267 -1.2954 0.4198

Output
- Expectation value of S²: 6.0095
- Spin multiplicity: 5
- Gap between HOMO and LUMO (spin up / spin down): 5.812 / 6.471 eV
- ΔE to the lowest compared entry with this formula, charge and spin: 0.0 kJ/mol
- Net charge: +3

Now the Mulliken charges, all in e: number 1, Pm, carries 1.256; number 2, P, carries 0.612; number 3, P, carries 1.125; number 4, P, carries 0.794; number 5, H, carries 0.251; number 6, C, carries -0.545; number 7, C, carries -0.782; number 8, H, carries 0.651; number 9, C, carries -1.303; number 10, C, carries -1.192; number 11, C, carries -1.107; number 12, C, carries -1.485; number 13, C, carries -1.347; number 14, C, carries -1.486; number 15, C, carries -0.973; number 16, C, carries -0.275; number 17, C, carries -1.158; number 18, H, carries 0.268; number 19, H, carries 0.312; number 20, H, carries 0.417; number 21, H, carries 0.379; number 22, H, carries 0.437; number 23, H, carries 0.257; number 24, H, carries 0.319; number 25, H, carries 0.525; number 26, H, carries 0.425; number 27, H, carries 0.419; number 28, H, carries 0.310; number 29, H, carries 0.530; number 30, H, carries 0.397; number 31, H, carries 0.252; number 32, H, carries 0.468; number 33, H, carries 0.386; number 34, H, carries 0.322; number 35, H, carries 0.430; number 36, H, carries 0.234; number 37, H, carries 0.474; number 38, H, carries 0.513; number 39, H, carries 0.244; number 40, H, carries 0.315; number 41, H, carries 0.560; number 42, H, carries -0.589; number 43, H, carries 0.375; number 44, H, carries 0.411; number 45, H, carries 0.409; number 46, H, carries 0.380; number 47, C, carries 1.122; number 48, C, carries -0.568; number 49, C, carries -0.573; number 50, C, carries -0.798; number 51, C, carries -1.009; number 52, C, carries -0.444; number 53, O, carries -0.346; number 54, H, carries -0.222; number 55, H, carries 0.476; number 56, H, carries 0.479; number 57, H, carries 0.432; number 58, H, carries 0.436; number 59, H, carries 0.469; number 60, Cl, carries -0.132; number 61, C, carries 0.013; number 62, C, carries -0.266; number 63, C, carries -0.729; number 64, C, carries -0.531; number 65, N, carries -0.006; number 66, C, carries -0.397; number 67, H, carries 0.496; number 68, H, carries 0.503; number 69, H, carries 0.693; number 70, H, carries 0.689

---

Asked for molecular weight across the records above, the calculation gives 157.1, 363.9, 124.2, 609.0 g/mol in order.